# 1
One molecule with the formula C2H4ClIS in a non-equilibrium geometry. Source: OMol25; level of theory: the ωB97M-V functional and the def2-TZVPD basis.

Each line ends with the Mulliken charge.
Element x y z (Å)
C (-0.24, -0.16, 0.91)  -0.63
C (0.66, 0.08, -0.61)  -0.93
S (-1.82, -0.69, 0.33)  0.01
Cl (-2.09, 0.87, -0.94)  -0.17
I (2.75, -0.02, -0.14)  -0.01
H (0.29, -0.90, 1.60)  0.40
H (-0.30, 0.79, 1.31)  0.39
H (0.32, 0.89, -1.21)  0.53
H (0.44, -0.85, -1.25)  0.40

Results
HOMO	-8.99	eV
max |F|	4.6	eV Å⁻¹
E_tot	-33595.9697	eV



# 2
One molecule with the formula C2H4ClN in a non-equilibrium geometry. Source: OMol25; level of theory: the ωB97M-V functional and the def2-TZVPD basis.

Each line ends with the Mulliken charge.
Element x y z (Å)
C (-0.48, 0.13, -0.05)  0.49
C (0.95, -0.29, 0.12)  -0.78
N (-1.26, -0.25, -0.92)  -0.51
Cl (-1.03, 1.42, 1.15)  -0.24
H (1.67, 0.58, -0.02)  0.26
H (1.53, -1.03, -0.55)  0.27
H (0.83, -0.54, 1.19)  0.24
H (-2.21, -0.01, -0.91)  0.27

Results
HOMO	-10.30	eV
max |F|	2.3	eV Å⁻¹
E_tot	-16150.6385	eV



# 3
An isolated ion of composition C2H4ClN2S2 and charge +1 in a non-equilibrium geometry. Source: OMol25; level of theory: the ωB97M-V functional and the def2-TZVPD basis.

Each line ends with the Mulliken charge.
Element x y z (Å)
C (-0.60, 0.57, -0.11)  0.71
C (0.52, -0.22, 0.38)  -0.79
N (-1.23, 2.38, 1.51)  -0.30
N (-1.60, 0.87, -0.84)  -0.30
S (-3.00, 1.93, -0.77)  0.13
S (-2.64, 2.67, 1.32)  0.36
Cl (-4.03, 1.26, 2.18)  -0.14
H (0.06, -1.15, 0.78)  0.30
H (1.14, 0.27, 1.21)  0.32
H (1.30, -0.44, -0.42)  0.35
H (-1.61, 0.34, -1.69)  0.35

Results
HOMO (spin up / spin down)	-13.89 / -13.89	eV
net charge	+1
max |F|	4.0	eV Å⁻¹
E_tot	-39298.7021	eV



# 4
One molecule with the formula C2H4ClNO2 in a non-equilibrium geometry. Source: OMol25; level of theory: the ωB97M-V functional and the def2-TZVPD basis.

Each line ends with the Mulliken charge.
Element x y z (Å)
C (0.19, 0.07, 0.11)  -1.10
C (-1.38, -0.41, -0.58)  0.01
N (-2.25, 0.75, 0.00)  0.86
O (-3.07, 0.48, 0.87)  -0.53
O (-2.06, 1.82, -0.44)  -0.53
Cl (-1.93, -1.91, 0.19)  -0.13
H (0.21, 1.08, -0.05)  0.42
H (1.01, -0.48, -0.46)  0.30
H (0.30, -0.20, 1.11)  0.37
H (-1.28, -0.38, -1.73)  0.33

Results
HOMO	-10.98	eV
max |F|	5.7	eV Å⁻¹
E_tot	-20242.4047	eV



# 5
One molecule with the formula C2H4ClNOS in a non-equilibrium geometry. Source: OMol25; level of theory: the ωB97M-V functional and the def2-TZVPD basis.

Each line ends with the Mulliken charge.
Element x y z (Å)
C (-0.48, 0.52, 0.42)  -0.51
C (-0.05, -0.76, -0.25)  -0.31
N (-1.81, 0.89, -0.41)  -0.35
O (-4.22, 0.34, -0.33)  -0.47
S (-2.96, 0.22, 0.37)  0.54
Cl (-1.25, -2.02, -0.07)  -0.18
H (0.27, 1.46, 0.28)  0.29
H (-0.62, 0.17, 1.54)  0.33
H (0.83, -1.09, 0.32)  0.30
H (0.20, -0.53, -1.22)  0.36

Results
HOMO	-10.39	eV
max |F|	3.2	eV Å⁻¹
E_tot	-29032.0800	eV



# 6
One molecule with the formula C2H4ClNOS in a non-equilibrium geometry. Source: OMol25; level of theory: the ωB97M-V functional and the def2-TZVPD basis.

Each line ends with the Mulliken charge.
Element x y z (Å)
C (-0.45, -0.49, 0.00)  0.61
C (-1.83, -0.06, -0.29)  -0.89
N (0.41, 0.37, 0.08)  -0.27
O (1.89, -0.28, 0.60)  -0.27
S (3.15, 0.54, -0.03)  -0.05
Cl (-0.24, -2.12, 0.21)  -0.14
H (-2.62, -0.76, -0.01)  0.34
H (-1.96, 0.99, 0.17)  0.27
H (-1.74, 0.03, -1.42)  0.24
H (3.39, 1.77, 0.67)  0.14

Results
HOMO	-9.05	eV
max |F|	5.3	eV Å⁻¹
E_tot	-29030.4844	eV



# 7
One molecule with the formula C2H4ClNSi in a non-equilibrium geometry. Source: OMol25; level of theory: the ωB97M-V functional and the def2-TZVPD basis.

Each line ends with the Mulliken charge.
Element x y z (Å)
C (-0.52, 0.49, 1.03)  -0.11
C (-0.43, 1.39, 2.09)  0.11
N (-0.31, -1.56, -1.03)  -0.58
Si (0.22, 0.09, -0.60)  0.40
Cl (-0.93, 2.16, 3.41)  -0.10
H (0.43, -2.17, -0.79)  0.24
H (-0.53, -1.65, -2.00)  0.26
H (0.38, 0.92, -1.88)  -0.11
H (1.69, 0.33, -0.24)  -0.10

Results
HOMO	-9.31	eV
max |F|	10.7	eV Å⁻¹
E_tot	-24025.7969	eV



# 8
A 2-piece molecular cluster, C2H4ClP overall in a non-equilibrium geometry. Source: OMol25; level of theory: the ωB97M-V functional and the def2-TZVPD basis.

Each line ends with the Mulliken charge.
Element x y z (Å)
C (1.23, -0.03, 0.51)  0.00
C (0.05, 0.30, -0.42)  -0.95
P (1.95, 0.68, 1.88)  0.17
Cl (3.98, -1.30, 1.71)  -0.49
H (1.87, -0.84, 0.28)  0.33
H (0.20, 1.26, -0.87)  0.30
H (-0.90, 0.34, 0.07)  0.33
H (-0.10, -0.46, -1.13)  0.31

Results
HOMO	-9.74	eV
max |F|	3.3	eV Å⁻¹
E_tot	-23947.6923	eV



# 9
A 2-piece molecular cluster, C2H4ClPS overall in a non-equilibrium geometry. Source: OMol25; level of theory: the ωB97M-V functional and the def2-TZVPD basis.

Each line ends with the Mulliken charge.
Element x y z (Å)
C (-1.18, 1.39, -0.27)  -0.06
C (-1.72, 0.37, -0.55)  -0.09
P (1.40, -0.69, 0.32)  0.11
S (1.89, 0.91, -0.69)  -0.35
Cl (-2.70, -0.98, -0.84)  -0.13
H (-1.19, 2.47, -0.01)  0.29
H (0.11, -1.22, -0.17)  0.02
H (2.34, -1.78, 0.48)  0.11
H (1.06, -0.46, 1.73)  0.11

Results
HOMO	-8.67	eV
max |F|	2.8	eV Å⁻¹
E_tot	-34781.8303	eV



# 10
One molecule with the formula C2H4ClPS in a non-equilibrium geometry. Source: OMol25; level of theory: the ωB97M-V functional and the def2-TZVPD basis.

Each line ends with the Mulliken charge.
Element x y z (Å)
C (-1.60, -0.08, -0.03)  -0.29
C (1.16, 0.86, 0.28)  -0.39
P (0.10, -0.37, -0.37)  0.19
S (-2.24, 1.39, -0.10)  -0.11
Cl (2.91, 0.42, 0.09)  -0.23
H (-2.07, -0.88, 0.35)  0.38
H (1.07, 1.13, 1.39)  0.27
H (0.17, -1.80, 0.15)  0.06
H (0.52, -0.68, -1.76)  0.12

Results
HOMO (spin up / spin down)	-7.78 / -7.78	eV
max |F|	3.7	eV Å⁻¹
E_tot	-34781.2495	eV



# 11
C2H4ClPS2 as an isolated structure in a non-equilibrium geometry. Source: OMol25; level of theory: the ωB97M-V functional and the def2-TZVPD basis.

Each line ends with the Mulliken charge.
Element x y z (Å)
C (0.66, -0.58, -0.58)  -0.70
C (0.94, 0.47, 0.43)  -0.57
P (-1.68, -0.35, -0.89)  0.34
S (-0.13, 2.05, 0.08)  -0.09
S (-1.99, 1.26, 0.48)  -0.11
Cl (-2.46, -1.89, 0.16)  -0.19
H (1.34, -0.47, -1.34)  0.36
H (0.76, -1.54, -0.01)  0.28
H (0.51, 0.22, 1.42)  0.36
H (2.05, 0.82, 0.25)  0.32

Results
HOMO	-8.38	eV
max |F|	5.2	eV Å⁻¹
E_tot	-45619.8469	eV



# 12
A 2-piece molecular cluster, C2H4F2S2 overall in a non-equilibrium geometry. Source: OMol25; level of theory: the ωB97M-V functional and the def2-TZVPD basis.

Each line ends with the Mulliken charge.
Element x y z (Å)
C (0.23, 0.63, -0.21)  -1.07
C (0.79, -0.62, 0.34)  0.57
F (0.52, -0.79, 1.67)  -0.23
F (0.31, -1.72, -0.28)  -0.22
S (-3.21, -0.82, -0.26)  -0.10
S (-2.39, 0.74, 0.63)  -0.09
H (0.46, 1.54, 0.30)  0.42
H (-0.01, 0.64, -1.25)  0.40
H (1.90, -0.65, 0.24)  0.15
H (-3.00, -1.78, 0.67)  0.18

Results
HOMO (spin up / spin down)	-8.76 / -9.00	eV
max |F|	1.6	eV Å⁻¹
E_tot	-29242.1589	eV



Question: Look up the E_tot of the second one.
Answer: -16150.6385 eV



What did the fourth record say?
One molecule with the formula C2H4ClNO2 in a non-equilibrium geometry. Source: OMol25; level of theory: the ωB97M-V functional and the def2-TZVPD basis.

Each line ends with the Mulliken charge.
Element x y z (Å)
C (0.19, 0.07, 0.11)  -1.10
C (-1.38, -0.41, -0.58)  0.01
N (-2.25, 0.75, 0.00)  0.86
O (-3.07, 0.48, 0.87)  -0.53
O (-2.06, 1.82, -0.44)  -0.53
Cl (-1.93, -1.91, 0.19)  -0.13
H (0.21, 1.08, -0.05)  0.42
H (1.01, -0.48, -0.46)  0.30
H (0.30, -0.20, 1.11)  0.37
H (-1.28, -0.38, -1.73)  0.33

Results
HOMO	-10.98	eV
max |F|	5.7	eV Å⁻¹
E_tot	-20242.4047	eV



Question: E_tot of number 11 (C2H4ClPS2)?
Answer: -45619.8469 eV



Question: The lowest E_tot belongs to which entry?
Answer: C2H4ClPS2